# 1
{
  "formula": "C35H37MnNO3P2",
  "method": "the ωB97M-V functional and the def2-TZVPD basis",
  "max_force_ha_per_bohr": 0.0601,
  "spin_multiplicity": 6,
  "homo_energy_ev": [-6.1, -6.1],
  "homo_lumo_gap_ha": [0.165, 0.153],
  "energy_ev": -94414.0019,
  "species": ["Mn", "C", "C", "C", "C", "C", "C", "C", "C", "C", "H", "H", "H", "H", "H", "H", "H", "H", "H", "H", "H", "H", "H", "H", "H", "P", "P", "C", "C", "C", "C", "C", "C", "C", "C", "C", "C", "C", "C", "C", "C", "C", "C", "C", "C", "C", "C", "C", "C", "C", "C", "C", "C", "H", "H", "H", "H", "H", "H", "H", "H", "H", "H", "H", "H", "H", "H", "H", "H", "H", "H", "H", "H", "H", "H", "O", "N", "O", "O"],
  "coordinates": [[0.8087, -0.4545, -6.9161], [-1.9350, -0.4928, -0.2161], [-2.2216, -0.4843, -1.5278], [-2.8261, 0.6650, -2.2665], [-1.8125, 1.6013, -2.9917], [-0.4682, 1.7636, -2.3347], [-0.4300, 2.0137, -1.0197], [-1.6013, 2.0346, -0.0711], [-1.9296, 0.7041, 0.6319], [1.4405, -0.3006, -5.1131], [-1.7945, -1.4442, 0.3251], [-2.0967, -1.3857, -2.1339], [-3.4893, 1.2485, -1.6048], [-3.4796, 0.2345, -3.0431], [-1.6981, 1.2871, -4.0359], [-2.3093, 2.5860, -3.0573], [0.4218, 1.8081, -2.9768], [0.5184, 2.2603, -0.5228], [-2.5178, 2.4266, -0.5240], [-1.3267, 2.7088, 0.7622], [-1.1705, 0.5204, 1.5172], [-2.9408, 0.7796, 1.0749], [1.4177, -1.3768, -4.8572], [0.7067, 0.2828, -4.5273], [2.4592, 0.1023, -5.0130], [-0.2189, -1.8753, -8.3245], [1.7920, 0.5501, -8.6391], [-0.8189, -0.2707, -8.9924], [0.0891, 0.7061, -9.2832], [-0.5403, -3.1327, -9.5703], [-1.6360, -2.8797, -10.4087], [-2.0465, -3.8236, -11.3458], [-1.3381, -5.0237, -11.4672], [-0.2081, -5.2663, -10.6727], [0.2022, -4.3208, -9.7260], [-1.4177, -2.1864, -6.9761], [-1.4188, -1.1365, -6.0512], [-1.9958, -1.3393, -4.7953], [-2.6469, -2.5406, -4.5123], [-2.7351, -3.5352, -5.4793], [-2.0933, -3.3891, -6.7116], [2.7016, 0.8807, -10.1797], [2.5262, 0.0061, -11.2754], [2.8649, 0.4335, -12.5630], [3.4191, 1.7066, -12.7492], [3.6592, 2.5480, -11.6610], [3.3323, 2.1219, -10.3697], [2.0591, 2.0279, -7.5749], [3.2628, 2.1635, -6.8499], [3.5003, 3.3346, -6.1314], [2.5533, 4.3619, -6.1303], [1.3632, 4.2218, -6.8456], [1.1144, 3.0574, -7.5714], [-1.8904, -0.1917, -9.2060], [-0.0733, 1.5641, -9.9417], [-2.1635, -1.9311, -10.3254], [-2.9194, -3.6078, -11.9663], [-1.6757, -5.7658, -12.1921], [0.3428, -6.2031, -10.7964], [1.0870, -4.4988, -9.1137], [-0.9405, -0.1480, -6.3230], [-1.8828, -0.5818, -4.0300], [-3.0899, -2.6682, -3.5300], [-3.2945, -4.4461, -5.2527], [-2.1403, -4.1762, -7.4666], [2.0883, -0.9791, -11.1135], [2.6887, -0.2241, -13.4152], [3.6712, 2.0424, -13.7554], [4.0950, 3.5400, -11.8008], [3.5317, 2.7686, -9.5148], [3.9842, 1.3428, -6.8335], [4.4295, 3.4500, -5.5708], [2.7339, 5.2747, -5.5648], [0.6195, 5.0186, -6.8535], [0.1774, 2.9190, -8.1145], [-0.3364, 0.2183, 2.6583], [0.9434, 0.2470, 2.3161], [1.7697, -0.0248, 3.2055], [1.2460, 0.5433, 1.1435]],
  "lowdin_charge": [0.446, -0.103, -0.139, -0.216, -0.212, -0.120, -0.098, -0.191, -0.218, -0.231, 0.116, 0.062, 0.106, 0.095, 0.066, 0.111, 0.081, 0.099, 0.085, 0.116, 0.040, 0.121, 0.016, -0.010, 0.000, 0.958, 0.932, -0.274, -0.268, -0.374, -0.094, -0.065, -0.066, -0.068, -0.076, -0.352, -0.158, -0.036, -0.042, -0.056, -0.059, -0.349, -0.092, -0.072, -0.075, -0.066, -0.074, -0.403, -0.101, -0.056, -0.056, -0.059, -0.087, 0.092, 0.100, 0.092, 0.113, 0.111, 0.112, 0.111, 0.076, 0.059, 0.112, 0.116, 0.109, 0.103, 0.109, 0.109, 0.112, 0.102, 0.119, 0.117, 0.114, 0.113, 0.096, -0.119, -0.540, -0.034, -0.036]
}

---

# 2
{
  "formula": "C50H49N3O2P2S2V",
  "method": "the ωB97M-V functional and the def2-TZVPD basis",
  "max_force_ha_per_bohr": 0.0297,
  "spin_multiplicity": 2,
  "homo_energy_ev": [-17.8, -17.8],
  "total_charge": 4,
  "homo_lumo_gap_ha": [0.205, 0.237],
  "energy_ev": -127110.4171,
  "species": ["V", "O", "C", "C", "C", "C", "C", "C", "P", "C", "C", "C", "C", "C", "C", "C", "C", "C", "C", "C", "C", "C", "C", "C", "C", "C", "C", "P", "C", "C", "C", "C", "C", "C", "C", "C", "C", "C", "C", "C", "H", "H", "H", "H", "H", "H", "H", "H", "H", "H", "H", "H", "H", "H", "H", "H", "H", "H", "H", "H", "H", "H", "H", "H", "H", "H", "H", "H", "C", "C", "C", "C", "N", "C", "C", "H", "H", "H", "H", "H", "H", "H", "C", "C", "S", "O", "C", "C", "H", "H", "H", "H", "H", "H", "H", "H", "H", "H", "S", "C", "N", "C", "C", "C", "N", "H", "H", "H", "H"],
  "coordinates": [[-0.2755, -0.0283, -0.4435], [1.8179, -0.4079, 1.5550], [3.1578, -0.1652, 1.2874], [4.1220, 0.0389, 2.2619], [5.4454, 0.1793, 1.8687], [5.8121, 0.1021, 0.5289], [4.8333, -0.0424, -0.4368], [3.4869, -0.1412, -0.0670], [2.2056, -0.1162, -1.3257], [2.6367, -1.5204, -2.3988], [2.8718, -1.4110, -3.7663], [3.3101, -2.5131, -4.4910], [3.5374, -3.7231, -3.8568], [3.3375, -3.8306, -2.4816], [2.8892, -2.7391, -1.7574], [2.4796, 1.3844, -2.3125], [3.5310, 2.2663, -2.0585], [3.7726, 3.3317, -2.9161], [2.9746, 3.5244, -4.0350], [1.9124, 2.6616, -4.2853], [1.6591, 1.6056, -3.4228], [1.4163, -1.1049, 2.6831], [2.2075, -2.0096, 3.3759], [1.6828, -2.6208, 4.5065], [0.3865, -2.3548, 4.9346], [-0.4215, -1.5191, 4.1872], [0.0903, -0.8976, 3.0426], [-0.9857, 0.0684, 1.9886], [-2.6097, -0.6834, 2.1987], [-2.6845, -2.0812, 2.1731], [-3.8799, -2.7139, 2.4528], [-5.0144, -1.9646, 2.7509], [-4.9419, -0.5811, 2.7856], [-3.7406, 0.0636, 2.5195], [-0.9980, 1.7646, 2.5842], [-1.9329, 2.6985, 2.1253], [-1.9687, 3.9712, 2.6679], [-1.0653, 4.3286, 3.6636], [-0.1236, 3.4137, 4.1123], [-0.0849, 2.1343, 3.5768], [3.8631, 0.0784, 3.3095], [6.2023, 0.3322, 2.6252], [6.8518, 0.1731, 0.2433], [5.1074, -0.0674, -1.4844], [2.7400, -0.4733, -4.2846], [3.4986, -2.4123, -5.5503], [3.9059, -4.5683, -4.4207], [3.5874, -4.7514, -1.9711], [2.8209, -2.8117, -0.6752], [4.1771, 2.1243, -1.2051], [4.6002, 3.9983, -2.7204], [3.1847, 4.3359, -4.7168], [1.2999, 2.8007, -5.1651], [0.8380, 0.9281, -3.6457], [3.2158, -2.2272, 3.0585], [2.2998, -3.3125, 5.0626], [0.0031, -2.8183, 5.8309], [-1.4488, -1.3555, 4.4830], [-1.7994, -2.6791, 1.9889], [-3.9295, -3.7938, 2.4632], [-5.9455, -2.4623, 2.9835], [-5.8106, 0.0021, 3.0544], [-3.6968, 1.1401, 2.6070], [-2.6652, 2.4214, 1.3764], [-2.7148, 4.6797, 2.3363], [-1.1062, 5.3167, 4.0991], [0.5693, 3.6884, 4.8943], [0.6372, 1.4228, 3.9529], [-6.7594, -0.1126, -1.3907], [-5.2806, -0.1063, -1.2198], [-4.5423, 1.0732, -1.1142], [-3.1761, 1.0189, -0.9583], [-2.4630, -0.1202, -0.8934], [-3.1782, -1.2544, -1.0025], [-4.5437, -1.2881, -1.1654], [-7.1839, 0.8829, -1.2949], [-7.2244, -0.7694, -0.6554], [-7.0161, -0.5036, -2.3768], [-5.0325, 2.0358, -1.1515], [-2.6352, 1.9488, -0.8677], [-2.6255, -2.1800, -0.9510], [-5.0363, -2.2468, -1.2469], [1.6281, 3.7021, 0.7510], [0.9909, 4.0555, -0.5767], [-0.6054, 3.2771, -0.7803], [-0.2805, 1.6910, -0.7084], [-1.0138, 3.5932, -2.5152], [-2.0328, 4.7250, -2.5619], [2.5681, 4.2476, 0.8239], [1.8546, 2.6354, 0.8111], [1.0000, 3.9861, 1.5934], [1.5986, 3.8038, -1.4468], [0.7042, 5.1129, -0.6321], [-1.4065, 2.6484, -2.8957], [-0.0840, 3.8272, -3.0319], [-2.9617, 4.4587, -2.0615], [-2.2556, 4.9336, -3.6076], [-1.6455, 5.6439, -2.1249], [-0.1623, -2.2438, -0.5334], [-0.2597, -3.9848, -0.5722], [0.2067, -4.6228, -1.6726], [0.1562, -5.9663, -1.7693], [-0.3751, -6.6836, -0.7239], [-0.8216, -5.9610, 0.3801], [-0.7674, -4.6285, 0.4478], [0.6494, -4.0802, -2.4132], [0.5514, -6.4018, -2.6776], [-0.4327, -7.7613, -0.7618], [-1.2413, -6.4627, 1.2429]],
  "lowdin_charge": [0.550, -0.100, -0.258, 0.006, -0.007, -0.025, -0.069, -0.289, 1.083, -0.359, -0.051, -0.031, -0.037, -0.078, -0.152, -0.364, -0.080, -0.035, -0.028, -0.066, -0.140, -0.266, 0.013, -0.008, -0.024, -0.044, -0.297, 1.146, -0.356, -0.122, -0.041, -0.025, -0.032, -0.055, -0.335, -0.148, -0.045, -0.025, -0.036, -0.056, 0.133, 0.132, 0.130, 0.131, 0.102, 0.127, 0.126, 0.120, 0.105, 0.104, 0.129, 0.129, 0.127, 0.117, 0.129, 0.131, 0.128, 0.128, 0.082, 0.120, 0.127, 0.126, 0.097, 0.084, 0.125, 0.130, 0.129, 0.114, 0.001, -0.212, 0.026, -0.136, -0.041, -0.137, 0.027, 0.096, 0.104, 0.113, 0.134, 0.053, 0.064, 0.140, -0.075, -0.328, 1.146, -0.649, -0.345, -0.088, 0.110, 0.069, 0.071, 0.071, 0.129, 0.104, 0.082, 0.082, 0.108, 0.093, 0.794, -0.612, 0.125, 0.036, 0.047, -0.009, 0.119, 0.154, 0.164, 0.144, 0.145]
}

---

# 3
{
  "formula": "C4H12NO2",
  "method": "the ωB97M-V functional and the def2-TZVPD basis",
  "max_force_ha_per_bohr": 0.0808,
  "homo_energy_ev": -13.7,
  "total_charge": 1,
  "homo_lumo_gap_ha": 0.376,
  "energy_ev": -9919.9221,
  "species": ["C", "C", "C", "C", "O", "N", "H", "H", "H", "H", "H", "H", "H", "H", "H", "H", "H", "H", "O"],
  "coordinates": [[0.8110, -0.7042, -1.1314], [-0.1556, -0.1942, -0.0122], [-1.5966, -0.0370, -0.4931], [-2.2179, -1.4970, -0.7479], [-2.1220, -2.2352, 0.1782], [0.3273, 1.2058, 0.2446], [0.2770, -0.4898, -2.1548], [1.0027, -1.8496, -1.3409], [1.8298, -0.3182, -1.1939], [-0.1505, -0.9001, 0.8742], [-1.6848, 0.5743, -1.3743], [-2.2826, 0.3206, 0.2840], [-2.5801, -1.6891, -1.8064], [0.1496, 1.8341, -0.5279], [1.4022, 1.1343, 0.4747], [-0.0387, 1.6105, 1.1006], [3.0052, 0.9098, 2.1086], [1.8330, 0.9038, 3.1642], [2.1910, 1.4210, 2.3538]],
  "lowdin_charge": [-0.048, -0.345, -0.124, -0.209, 0.086, 0.173, 0.118, 0.133, 0.069, 0.172, 0.107, 0.129, 0.147, 0.166, 0.170, 0.155, 0.080, 0.116, -0.096]
}

---

# 4
{
  "formula": "C4H5OP",
  "method": "the ωB97M-V functional and the def2-TZVPD basis",
  "max_force_ha_per_bohr": 0.1040,
  "spin_multiplicity": 3,
  "homo_energy_ev": [-6.8, -9.5],
  "homo_lumo_gap_ha": [0.272, 0.235],
  "energy_ev": -15558.4332,
  "species": ["C", "C", "C", "C", "O", "P", "H", "H", "H", "H", "H"],
  "coordinates": [[-0.4384, 0.1895, -1.2053], [-0.9339, -0.5774, -0.0407], [0.9745, 0.6254, -0.6942], [0.6272, 0.3642, 0.8057], [-1.1382, 0.6878, -2.0386], [-1.7275, -1.9451, 0.4487], [1.8185, 0.1020, -1.1989], [1.1769, 1.8261, -0.7553], [0.2162, 1.0048, 1.5189], [1.0723, -0.4284, 1.3004], [-1.6477, -1.8490, 1.8594]],
  "lowdin_charge": [-0.523, -0.451, -0.137, 0.008, 0.084, 0.790, 0.112, 0.154, 0.065, 0.037, -0.140]
}